Formula: C4H2IN
Source: the Open Molecules 2025 dataset
Level of theory: ωB97M-V/def2-TZVPD

Last columns: bonded neighbours and bond lengths (Å).
Positions of all 8 atoms, in Å:
1 C 0.628 0.656 -0.977  C2 1.300, C4 1.301
2 C 1.335 -0.398 -0.692  C1 1.300, N5 1.280
3 C -0.105 -1.267 0.974  N5 1.202, I6 2.055
4 C -0.459 1.308 -0.682  C1 1.301, H7 1.081, H8 1.081
5 N 0.800 -1.154 0.192  C2 1.280, C3 1.202
6 I -0.470 -2.594 2.500  C3 2.055
7 H -0.430 2.106 0.046  C4 1.081
8 H -1.299 1.343 -1.362  C4 1.081

Computed properties:
Total energy ... -13764.4266 eV
Relative energy (zero: lowest compared OMol25 entry of this formula, charge and spin) ... 298.6 kJ/mol
Frontier orbital gap (spin up / spin down) ... 7.6 / 7.2 eV